Entry 1:
C33H34F6N3O2 | ωB97M-V/def2-TZVPD

Each line ends with the Mulliken charge.
Geometry (Å):
F: -5.49708 2.02326 -1.35486  -0.28
C: -5.38388 1.37797 -0.16258  0.99
F: -4.80908 2.25306 0.73363  -0.26
F: -6.65450 1.14447 0.32040  -0.26
C: -4.63670 0.08217 -0.22327  -1.22
N: -4.54815 -0.45060 1.13807  0.34
C: -5.49232 -1.43887 1.45674  0.14
C: -5.68547 -2.52145 0.57712  -0.35
C: -6.72012 -3.43839 0.81564  -0.80
C: -7.50251 -3.32167 1.96490  -0.40
C: -7.30457 -2.26692 2.85713  -0.91
C: -6.33653 -1.30174 2.57658  -0.12
C: -3.53156 -0.06196 1.95760  2.08
C: -3.49572 -0.49900 3.27835  -1.56
C: -2.45692 -0.14502 4.12510  -1.36
C: -1.30670 0.54821 3.65413  0.78
C: -0.13096 0.53325 4.56115  0.84
C: 1.19074 0.48644 3.84765  -0.47
C: 2.37243 1.16068 4.23585  -0.96
C: 3.62462 0.79960 3.72475  -0.89
C: 3.76136 -0.18124 2.72915  1.86
N: 4.96728 -0.53481 2.18476  0.33
C: 6.19185 0.23800 2.48803  -1.24
C: 6.25490 1.39738 1.53802  0.96
F: 7.26698 2.27372 1.78836  -0.28
F: 6.40592 0.92149 0.25309  -0.26
F: 5.07452 2.09957 1.53880  -0.25
C: 5.18964 -1.65248 1.36457  0.13
C: 4.51163 -1.81682 0.13972  -0.15
C: 4.89832 -2.82288 -0.75898  -0.86
C: 5.95926 -3.67640 -0.43650  -0.42
C: 6.66312 -3.50130 0.75330  -0.76
C: 6.26658 -2.52132 1.66327  -0.42
C: 2.60357 -0.81897 2.30022  -1.05
C: 1.36078 -0.45392 2.78930  -0.95
C: -1.31239 0.88494 2.27169  -1.22
C: -2.42523 0.64357 1.46706  -0.82
H: -5.22494 -0.60819 -0.84125  0.51
H: -3.63744 0.25681 -0.62855  0.33
H: -4.99904 -2.62612 -0.27987  0.46
H: -6.88521 -4.24298 0.08277  0.38
H: -8.29738 -4.04502 2.14844  0.39
H: -7.89732 -2.17196 3.77311  0.36
H: -6.19780 -0.43247 3.23465  0.62
H: -4.30423 -1.08746 3.73015  0.63
H: -2.53675 -0.36918 5.18684  0.32
H: -0.22665 -0.40912 5.24020  0.31
H: 2.30104 1.94626 4.99501  0.53
H: 4.50680 1.30593 4.13342  0.17
H: 6.18747 0.59856 3.52614  0.32
H: 7.08398 -0.37292 2.27383  0.56
H: 3.67969 -1.15950 -0.10185  0.59
H: 4.37218 -2.91880 -1.71515  0.36
H: 6.27425 -4.44608 -1.14753  0.38
H: 7.52463 -4.12804 1.00199  0.38
H: 6.79040 -2.39342 2.62691  0.49
H: 2.67991 -1.62044 1.58627  0.82
H: 0.52969 -1.03633 2.39266  0.42
H: -0.46385 1.39005 1.79939  0.61
H: -2.44113 1.04420 0.46060  0.24
O: 2.06550 0.65661 7.46718  -0.59
C: 1.18728 -0.49806 7.41595  -0.28
C: -0.19997 0.05868 7.55167  -0.46
N: -0.26800 1.02834 6.33767  -0.12
C: -1.36607 1.95373 6.32299  -0.54
C: -1.00310 3.23664 5.61498  -0.55
O: 0.27260 3.72245 6.03011  -0.57
H: 3.00669 0.48560 7.63352  0.34
H: 1.30767 -0.92331 6.39939  0.20
H: 1.50218 -1.20388 8.19003  0.50
H: -0.98144 -0.70903 7.49551  0.28
H: -0.32196 0.64066 8.51854  0.37
H: 0.66848 1.44518 6.28996  0.25
H: -2.21284 1.50578 5.81098  0.27
H: -1.63190 2.17107 7.34325  0.60
H: -0.96764 3.09969 4.52996  0.26
H: -1.71192 4.00405 5.91386  0.54
H: 0.41519 4.65234 5.77876  0.34

Results
orbital gap	0.262	Ha
total charge	+1
LUMO	-0.108	Ha

Entry 2:
C33H34IrN2OP2 | ωB97M-V/def2-TZVPD

Each line ends with the Mulliken charge.
Geometry (Å):
Ir: -0.52799 0.10146 0.90246  1.69
O: -0.96762 0.80192 2.91949  -0.50
C: -0.76784 -0.05220 4.09213  -0.71
C: -1.38439 -1.41691 3.86656  -0.70
C: -0.91719 -2.07969 2.56154  -0.34
C: 0.57520 -2.01871 2.38787  0.61
C: 1.45234 -2.89852 2.98826  -0.81
C: 2.81759 -2.67188 2.87071  -0.58
C: 3.26481 -1.56565 2.16192  -0.87
C: 2.34043 -0.73259 1.56948  -0.09
N: 1.02656 -0.96574 1.68087  0.57
H: -1.77299 1.32576 3.02880  0.24
H: -1.20757 0.45434 4.94794  0.52
H: 0.30974 -0.09656 4.23803  0.29
H: -2.47366 -1.34854 3.86916  0.46
H: -1.10975 -2.05556 4.70882  0.44
H: -1.45292 -1.63863 1.67372  -0.61
H: -1.26060 -3.11452 2.50832  0.75
H: 1.06866 -3.74522 3.54201  0.62
H: 3.52386 -3.34766 3.33480  0.50
H: 4.31802 -1.34558 2.06209  0.54
H: 2.63646 0.12891 0.99102  0.16
C: 0.11558 1.36044 -3.23327  -0.99
N: 0.01802 0.92445 -1.83105  0.63
P: -0.01713 -0.66157 -1.17573  -0.46
C: 1.59869 -1.36897 -1.43391  1.15
C: 2.69711 -0.57023 -1.75429  -0.56
C: 3.95128 -1.14732 -1.89261  -0.98
C: 4.11237 -2.51240 -1.69685  -0.60
C: 3.02127 -3.30959 -1.37166  -0.89
C: 1.76307 -2.74337 -1.24515  -0.83
C: -1.19618 -1.72854 -1.98382  1.13
C: -2.37471 -2.14063 -1.35090  -0.07
C: -3.26328 -2.97123 -2.01193  -1.06
C: -2.98673 -3.38913 -3.30843  -0.61
C: -1.81256 -2.99737 -3.93888  -0.80
C: -0.91080 -2.18140 -3.27711  -0.58
P: -0.15526 1.81723 -0.44504  0.93
C: 0.80344 3.27840 -0.37170  1.21
C: 2.18736 3.21741 -0.17305  -0.36
C: 2.92177 4.38639 -0.20136  -0.85
C: 2.28628 5.60429 -0.43477  -0.56
C: 0.91396 5.66428 -0.64041  -0.81
C: 0.16088 4.50253 -0.60693  -0.57
C: -1.86121 1.94088 0.08475  0.04
C: -2.22640 2.80532 1.15438  -1.18
C: -3.52099 2.80941 1.60855  -0.36
C: -4.47512 1.95169 1.02777  -0.65
C: -4.13638 1.10748 -0.01211  -0.91
C: -2.83401 1.11132 -0.50752  -0.08
H: 0.97501 0.89625 -3.71331  0.38
H: 0.24326 2.44177 -3.26299  0.32
H: -0.79157 1.09346 -3.77415  0.34
H: 2.57804 0.49510 -1.91507  0.40
H: 4.80014 -0.53621 -2.16868  0.51
H: 5.09000 -2.96054 -1.81493  0.48
H: 3.14961 -4.37548 -1.23940  0.51
H: 0.90810 -3.37310 -1.02349  0.55
H: -2.58927 -1.83481 -0.33381  0.14
H: -4.16693 -3.30314 -1.51863  0.49
H: -3.68360 -4.03616 -3.82433  0.46
H: -1.59434 -3.33896 -4.94140  0.48
H: 0.01657 -1.90354 -3.76509  0.47
H: 2.68864 2.27352 0.00288  0.26
H: 3.99071 4.35533 -0.04173  0.48
H: 2.87100 6.51440 -0.45744  0.45
H: 0.43118 6.61342 -0.82819  0.45
H: -0.90874 4.55028 -0.77286  0.48
H: -1.48789 3.46971 1.58893  0.53
H: -3.81751 3.48819 2.39805  0.53
H: -5.49667 1.97605 1.38598  0.49
H: -4.88728 0.48074 -0.47416  0.58
H: -2.58992 0.53576 -1.38917  0.71

Results
orbital gap	0.277	Ha
total charge	+3
LUMO	-0.358	Ha

Entry 3:
C33H34N6PdSe | ωB97M-V/def2-TZVPD

Each line ends with the Mulliken charge.
Geometry (Å):
Pd: -0.09468 0.75818 -0.13417  -0.59
C: -1.03564 -5.34678 0.43179  -1.09
C: -1.90986 -4.33823 1.18854  -0.69
N: -2.10983 -3.09329 0.49416  0.28
C: -3.04362 -3.09253 -0.61005  -1.05
C: -2.45100 -3.40758 -1.98982  -0.70
C: -1.24764 -2.01343 0.67340  1.05
C: -0.39510 -1.95043 1.90408  -1.51
N: -1.18126 -1.01722 -0.13366  0.33
H: -0.77955 -6.17814 1.08697  0.43
H: -0.11720 -4.86367 0.10626  0.26
H: -1.55518 -5.74050 -0.44019  0.26
H: -1.44077 -4.12948 2.15001  0.34
H: -2.89199 -4.79034 1.38488  0.37
H: -3.52023 -2.10626 -0.63742  0.43
H: -3.82449 -3.82911 -0.38546  0.41
H: -1.65895 -2.70796 -2.24017  0.12
H: -3.23613 -3.32841 -2.73909  0.37
H: -2.03723 -4.41188 -2.02571  0.25
H: 0.50213 -2.56181 1.80497  0.25
H: -0.93870 -2.24986 2.79931  0.60
H: -0.08319 -0.90418 2.00136  -0.21
H: -1.77580 -1.06309 -0.95824  -0.14
Se: -1.81042 5.26792 -0.34823  -0.22
N: -0.12051 5.95368 -0.07906  -1.10
C: 0.72418 4.92655 -0.13594  0.87
C: 2.10887 4.99421 -0.00750  -1.01
C: 2.83655 3.79725 -0.06313  -0.63
C: 2.20840 2.59065 -0.19924  -0.62
N: 0.85332 2.48598 -0.29603  0.55
C: 0.13298 3.61356 -0.33465  0.44
N: -1.17594 3.56145 -0.53356  -0.52
H: 2.61401 5.94268 0.12890  0.32
H: 3.91931 3.81578 0.00985  0.35
H: 2.77211 1.66543 -0.27841  0.10
C: 3.75183 -3.32698 0.19148  -0.57
C: 3.28878 -2.26542 0.96258  -0.69
C: 2.50005 -1.28370 0.41482  -0.22
C: 2.14279 -1.30156 -0.95695  -0.17
C: 2.57569 -2.42200 -1.70490  -0.73
C: 3.37209 -3.39330 -1.14258  -0.56
N: 1.36739 -0.31397 -1.44034  0.93
C: 1.36976 0.12317 -2.72071  0.09
C: 2.45478 -0.00807 -3.61398  -0.47
C: 2.41647 0.56455 -4.86687  -0.58
C: 1.30778 1.27537 -5.29367  -0.47
C: 0.23236 1.42730 -4.42560  -0.72
C: 0.25521 0.86944 -3.17100  -0.13
H: 4.40879 -4.07500 0.61729  0.38
H: 3.57476 -2.21123 2.00872  0.39
H: 2.15019 -0.44465 1.01913  0.48
H: 2.26006 -2.51579 -2.73672  0.56
H: 3.71850 -4.22016 -1.75390  0.32
H: 3.35226 -0.51889 -3.28968  0.45
H: 3.27202 0.46388 -5.52761  0.32
H: 1.28371 1.72109 -6.28014  0.35
H: -0.62833 2.00100 -4.74321  0.41
H: -0.57567 1.03984 -2.47018  0.25
C: -0.37956 3.36281 4.76202  -0.44
C: 0.58829 2.72459 3.98124  -1.11
C: 0.22855 2.13029 2.79543  0.21
C: -1.10775 2.13673 2.34278  1.30
C: -1.46877 1.57470 1.08474  -0.18
C: -2.81610 1.52315 0.76000  -0.16
C: -3.79148 2.05481 1.59868  -0.81
C: -3.44621 2.66269 2.78363  -0.98
C: -2.09984 2.73379 3.17317  1.06
C: -1.69445 3.36301 4.37115  -0.97
H: -0.08705 3.85725 5.68350  0.35
H: 1.61769 2.70861 4.31854  0.39
H: 0.98556 1.64937 2.17471  0.23
H: -3.13171 1.12236 -0.20276  0.26
H: -4.83506 1.99347 1.30815  0.33
H: -4.20449 3.10068 3.42180  0.27
H: -2.44580 3.86760 4.97249  0.32

Results
orbital gap	0.083	Ha
total charge	-2
LUMO	0.147	Ha
energy above the lowest of the compared OMol25 structures with the same formula, charge and spin	9.8	kcal/mol